Entry 1:
Here is 2 unconnected molecules or ions with the total composition C6H16 in a non-equilibrium geometry from the OMol25 dataset. Energies are from wB97M-V/def2-TZVPD.

Atoms and positions in Å:
C  -0.5602  0.7821  1.1771
C  0.7304  1.1888  0.4587
C  1.0674  2.6576  0.7834
C  1.8442  0.2095  0.8414
H  -0.5068  0.9984  2.2314
H  -0.7299  -0.2850  1.0498
H  -1.4868  1.2477  0.8311
H  0.4908  1.2053  -0.6102
H  0.8405  2.8512  1.8336
H  2.1228  2.8677  0.6065
H  0.5304  3.3670  0.1510
H  1.6305  -0.2383  1.8034
H  2.0400  -0.5084  0.0455
H  2.7787  0.7696  0.9625
C  -0.6373  -1.9677  -1.3187
C  -2.0477  -2.3449  -1.7668
H  0.0063  -2.8369  -1.3453
H  -0.2388  -1.0912  -1.8408
H  -0.5996  -1.5640  -0.3202
H  -2.1620  -2.3156  -2.8510
H  -2.2611  -3.3056  -1.3036
H  -2.8517  -1.6875  -1.4187

Cartesian forces (eV/Å) of the 6 atoms listed first:
C -0.4 -0.3 -0.4
C -0.9 0.8 0.0
C 0.2 -0.2 0.1
C 0.5 1.0 -0.5
H 0.2 0.0 0.6
H 0.0 -0.1 0.2

## Properties
- HOMO energy: -11.1 eV
- SMILES: CC(C)C.CC
- LUMO: 0.041 Eh

=====

Entry 2:
Here is 2 unconnected molecules or ions with the total composition C6H16 in a non-equilibrium geometry from the OMol25 dataset. Energies are from wB97M-V/def2-TZVPD.

Atoms and positions in Å:
C  -2.4018  0.6395  2.1624
C  -1.4523  0.0221  1.1324
C  -2.1792  0.0161  -0.2300
C  -0.0578  0.6725  0.9179
H  -2.1586  1.6834  2.3897
H  -2.2906  0.1420  3.1344
H  -3.4332  0.5423  1.8562
H  -1.2082  -0.9842  1.4817
H  -2.9856  -0.7072  -0.3037
H  -2.4847  0.9999  -0.5799
H  -1.4101  -0.1340  -1.0106
H  0.2621  0.8672  1.9479
H  0.4606  -0.0571  0.3079
H  -0.0641  1.6672  0.4684
C  2.8647  -1.3414  -1.4652
C  2.4578  0.0224  -1.9790
H  2.1664  -1.7803  -0.7231
H  3.0151  -2.1320  -2.1849
H  3.6935  -1.3302  -0.7468
H  3.0236  0.0983  -2.9183
H  1.4212  0.2053  -2.2623
H  2.7613  0.8883  -1.3952

Cartesian forces (eV/Å) of the 6 atoms listed first:
C 1.0 0.1 1.0
C -0.6 0.7 -1.2
C 1.6 -0.2 -0.7
C -1.6 0.3 1.4
H -0.2 0.1 -0.4
H -0.1 0.0 -0.1

## Properties
- HOMO energy: -10.9 eV
- SMILES: CC(C)C.CC
- LUMO: 0.040 Eh

=====

Entry 3:
Here is 2 unconnected molecules or ions with the total composition C6H16 in a non-equilibrium geometry from the OMol25 dataset. Energies are from wB97M-V/def2-TZVPD.

Atoms and positions in Å:
C  -1.2753  2.6917  -0.5001
C  -0.9241  1.2619  -0.0679
C  -1.9743  0.2674  -0.5647
H  -0.4454  3.2814  -0.9362
H  -2.1138  2.7642  -1.1942
H  -1.4863  3.2999  0.3908
H  -0.7387  1.3625  0.9950
H  -0.0344  0.9411  -0.6076
H  -2.8159  0.1365  0.1703
H  -1.6458  -0.7679  -0.4774
H  -2.5042  0.6192  -1.4466
C  1.3764  -2.4884  -0.4670
C  1.6094  -1.0198  -0.0250
C  1.2837  -0.7421  1.4621
H  1.8098  -3.1038  0.3105
H  0.3347  -2.7528  -0.6133
H  1.8311  -2.6327  -1.4487
H  1.2806  -0.1789  -0.6223
H  2.7250  -0.9832  -0.0825
H  2.0685  -0.1205  1.9052
H  1.2968  -1.5987  2.1611
H  0.3423  -0.2368  1.6586

Cartesian forces (eV/Å) of the 6 atoms listed first:
C 0.5 1.3 0.3
C -0.2 0.7 -1.7
C -1.7 -0.4 2.9
H -0.1 -0.7 -0.1
H 0.0 -0.1 0.1
H -0.5 -0.2 -0.2

## Properties
- HOMO energy: -10.7 eV
- SMILES: CCC.CCC
- LUMO: 0.042 Eh

=====

Entry 4:
Here is 2 unconnected molecules or ions with the total composition C6H16 in a non-equilibrium geometry from the OMol25 dataset. Energies are from wB97M-V/def2-TZVPD.

Atoms and positions in Å:
C  -0.2948  1.5775  -0.1719
C  -1.7614  1.9159  -0.5068
C  -1.8711  1.6847  -2.0114
H  0.1080  2.1208  0.6858
H  -0.1338  0.4957  -0.0157
H  0.4462  1.8697  -0.9237
H  -1.9688  2.9425  -0.1467
H  -2.5770  1.4040  0.0013
H  -1.2221  2.3356  -2.5938
H  -2.8660  2.0065  -2.3603
H  -1.5729  0.6979  -2.3671
C  0.6483  -2.8954  0.5964
C  0.8402  -1.3653  0.6561
C  2.0334  -0.8443  1.4114
H  1.5221  -3.1860  -0.0194
H  -0.3443  -3.2731  0.3988
H  0.9071  -3.4038  1.5650
H  0.8953  -1.0445  -0.3701
H  -0.0095  -0.8338  1.0899
H  1.9402  -1.0607  2.5133
H  2.9807  -1.3707  1.1912
H  2.3003  0.2268  1.3779

Cartesian forces (eV/Å) of the 6 atoms listed first:
C 0.3 -0.6 1.0
C 1.1 0.6 -0.4
C -1.0 1.4 -0.6
H -0.4 -0.2 0.5
H -0.3 1.1 -0.1
H -0.6 0.1 -0.5

## Properties
- HOMO energy: -10.8 eV
- SMILES: CCC.CCC
- LUMO: 0.040 Eh

=====

Entry 5:
Here is a molecular structure, C6H16BeO10 in a non-equilibrium geometry from the OMol25 dataset. Energies are from wB97M-V/def2-TZVPD.

Atoms and positions in Å:
Be  0.3920  -0.1490  0.3084
C  1.9201  -0.2114  2.9110
O  1.3298  0.7929  2.4595
O  3.1129  -0.1267  3.1893
O  1.6359  -1.2905  2.3237
C  3.2463  0.2073  -0.5757
O  4.2250  0.3966  0.1495
O  2.3687  1.0345  -0.6883
O  2.7616  -0.9084  -0.5927
C  -0.5541  3.1945  -0.5684
O  -0.6979  2.1749  0.3834
H  -1.4858  3.1450  -1.1318
H  -0.4734  4.1272  -0.0101
H  0.3093  3.0931  -1.2259
H  -1.3242  2.5939  0.9781
C  -0.0889  0.1550  -2.8999
O  -0.9013  0.3095  -1.8092
H  0.9037  -0.2131  -2.6404
H  -0.5736  -0.6516  -3.4501
H  -0.0725  1.0905  -3.4590
H  -1.7993  0.4205  -2.1300
C  -0.1789  -3.2423  -1.1780
O  -0.3091  -2.5572  0.0603
H  -1.1234  -3.7344  -1.4101
H  -0.0474  -2.5304  -1.9929
H  0.5892  -4.0155  -1.1904
H  -0.5553  -3.2315  0.6978
C  -1.9895  0.1606  2.5725
O  -1.9813  -0.0941  1.2085
H  -3.0157  0.4038  2.8480
H  -1.5953  -0.6615  3.1700
H  -1.3353  1.0250  2.6859
H  -2.6922  -0.7070  1.0069

Cartesian forces (eV/Å) of the 6 atoms listed first:
Be 4.2 0.5 2.0
C 3.4 -0.2 -5.1
O -4.9 4.4 -0.5
O 2.9 0.7 4.7
O -4.1 -5.0 -1.0
C 0.8 -1.0 5.6

## Properties
- HOMO energy: 1.7 eV
- Charge: -2
- LUMO: 0.147 Eh

=====

Entry 6:
Here is 2 unconnected molecules or ions with the total composition C6H16BrNO2 in a non-equilibrium geometry from the OMol25 dataset. Energies are from wB97M-V/def2-TZVPD.

Atoms and positions in Å:
Br  4.0593  -13.9501  2.9067
C  7.7449  -14.9576  5.4574
O  8.3883  -15.7223  4.4515
C  7.6445  -15.7315  3.2429
C  7.5200  -14.3733  2.6094
N  8.8642  -13.8166  2.2793
H  9.3588  -13.7830  3.1818
H  9.4460  -14.4485  1.7309
C  9.0082  -12.3725  1.7933
C  9.2744  -11.4281  2.9177
O  8.3286  -11.6735  3.9497
C  8.8172  -11.2911  5.2245
H  6.6796  -15.1479  5.5737
H  7.9066  -13.8827  5.2814
H  8.3038  -15.0324  6.3924
H  6.6560  -16.1466  3.4624
H  8.1011  -16.4691  2.5757
H  6.9388  -13.6776  3.2112
H  7.0019  -14.5253  1.6612
H  8.1017  -12.2436  1.2030
H  9.8649  -12.3986  1.1196
H  9.1502  -10.4111  2.5389
H  10.2812  -11.5676  3.3225
H  9.5483  -12.0177  5.5857
H  7.9641  -11.2908  5.9034
H  9.1906  -10.2661  5.2879

Cartesian forces (eV/Å) of the 6 atoms listed first:
Br 0.5 -0.1 0.0
C 0.9 1.3 0.4
O 0.2 0.1 -0.1
C -0.1 -0.7 0.7
C -0.9 -0.4 -1.1
N 1.6 0.8 1.9

## Properties
- HOMO energy: -6.5 eV
- LUMO: -0.020 Eh

=====

Entry 7:
Here is 2 unconnected molecules or ions with the total composition C6H16ClNSi in a non-equilibrium geometry from the OMol25 dataset. Energies are from wB97M-V/def2-TZVPD.

Atoms and positions in Å:
C  -1.5120  2.3984  -0.4299
C  0.4484  -1.0808  -2.4542
C  -0.4621  -0.6550  2.4525
C  1.5935  -1.6044  1.3786
C  -1.6586  1.0648  0.3197
C  0.8577  0.1815  -1.6526
N  0.3334  -0.8009  1.2813
Si  -0.0115  0.2331  0.0214
Cl  2.7691  1.9417  1.0601
H  -0.6706  2.7011  0.0872
H  -1.2417  2.2861  -1.5107
H  -2.2055  3.2520  -0.2861
H  0.5976  -1.1877  -3.5845
H  0.8811  -1.9712  -1.9508
H  -0.6457  -1.2674  -2.3751
H  -0.3931  -1.6359  2.9101
H  -0.0835  -0.0357  3.2550
H  -1.5015  -0.4042  2.4454
H  1.3141  -2.6986  1.1266
H  2.1571  -1.1957  0.5405
H  2.2028  -1.5317  2.2289
H  -2.3855  0.4418  -0.1000
H  -1.8478  1.1427  1.3665
H  0.6703  1.0060  -2.3241
H  1.8321  0.3565  -1.2185

Cartesian forces (eV/Å) of the 6 atoms listed first:
C -0.8 0.1 -0.6
C -0.1 -1.7 -0.4
C 0.7 -1.9 2.1
C -2.6 -0.9 -3.1
C 0.2 0.0 -1.5
C -1.5 -0.9 -0.2

## Properties
- HOMO energy (spin up / spin down): -4.7 / -9.1 eV
- ⟨S²⟩: 2.006
- LUMO (spin up / spin down): 0.027 / -0.138 Eh
- 2S+1: 3

=====

Entry 8:
Here is 8 unconnected molecules or ions with the total composition C6H16F36N2O2P6 in a non-equilibrium geometry from the OMol25 dataset. Energies are from wB97M-V/def2-TZVPD.

Atoms and positions in Å:
C  1.6002  -2.8021  0.3851
C  0.7131  -1.6584  0.6249
O  0.1905  -0.9786  -0.2668
N  1.0518  -0.9534  1.9408
H  1.7179  -1.4491  2.5158
H  1.3149  0.0052  1.7616
C  -0.3001  -0.7307  2.7055
H  2.5871  -2.5574  -0.0076
H  1.2842  -3.2781  -0.5431
H  1.6476  -3.5196  1.2043
H  -0.4145  -1.7769  2.9890
H  -1.0985  -0.4184  2.0324
H  0.0613  -0.0306  3.4588
C  -3.7807  3.9862  -4.7322
C  -5.2658  3.8626  -4.5311
O  -5.8528  2.7816  -4.4627
N  -5.8851  5.2517  -4.3463
H  -5.2959  5.6387  -3.6231
H  -5.7591  5.8130  -5.1765
C  -7.4168  5.3383  -4.1794
H  -3.3338  4.4579  -3.8570
H  -3.6367  4.6877  -5.5539
H  -3.1521  3.1202  -4.9397
H  -7.8505  5.6977  -5.1126
H  -7.4393  6.1342  -3.4351
H  -7.9538  4.4742  -3.7883
P  5.4670  -3.0670  6.8487
F  6.0695  -2.8387  5.4097
F  6.0104  -4.5870  6.6720
F  6.8797  -2.5274  7.3678
F  5.0590  -3.4892  8.3872
F  4.6950  -1.6671  7.0756
F  4.0684  -3.6133  6.3213
P  6.4001  3.7120  -2.1683
F  5.0260  3.7841  -3.0691
F  5.5739  3.9157  -0.7927
F  6.2654  2.1086  -2.2324
F  7.8320  3.5161  -1.3538
F  7.1362  3.5704  -3.6606
F  6.5942  5.3371  -2.2310
P  5.6562  -9.2378  -0.7823
F  5.7428  -10.6120  0.0804
F  5.1207  -10.1312  -2.0043
F  4.0542  -9.0357  -0.3304
F  5.6161  -8.0001  -1.8110
F  6.3265  -8.3173  0.3650
F  7.1532  -9.6940  -1.3159
P  -5.8225  -1.6280  7.9086
F  -5.0036  -2.9396  7.6079
F  -7.1070  -2.5513  7.4483
F  -5.9942  -2.2289  9.4455
F  -6.8679  -0.3559  8.2953
F  -4.5244  -0.7933  8.2759
F  -5.7602  -1.1904  6.3738
P  2.6544  -2.1069  -8.5247
F  2.2522  -0.5450  -8.1437
F  3.5398  -1.2304  -9.5966
F  3.8376  -1.9282  -7.3395
F  3.4507  -3.4661  -8.9115
F  1.6229  -2.7734  -7.4220
F  1.4283  -2.1785  -9.6344
P  -5.4663  6.5481  2.3951
F  -5.3129  7.7805  3.3497
F  -6.2807  5.7786  3.5670
F  -6.8596  7.0247  1.7720
F  -5.5740  5.2359  1.4403
F  -4.8085  7.2806  1.1232
F  -3.8835  6.0458  2.7311

Cartesian forces (eV/Å) of the 6 atoms listed first:
C -0.7 -1.8 -0.8
C 1.9 3.5 -4.0
O 0.6 -2.2 3.7
N -3.0 0.9 -0.8
H 0.3 -0.1 0.2
H 0.9 0.2 -0.6

## Properties
- HOMO energy: -4.7 eV
- Charge: -4
- LUMO: 0.063 Eh

=====

Entry 9:
Here is a molecular structure, C6H16N in a non-equilibrium geometry from the OMol25 dataset. Energies are from wB97M-V/def2-TZVPD.

Atoms and positions in Å:
C  -0.8318  -2.3178  -0.4046
C  -0.1535  -1.2816  0.5203
C  -0.1708  0.1024  -0.1864
C  1.1256  0.7810  0.0355
C  0.8823  2.3526  0.4239
C  1.9617  0.8313  -1.2819
N  -0.8589  -1.2260  1.7803
H  -0.7115  -3.3443  -0.0340
H  -1.9271  -2.1983  -0.2743
H  -0.6349  -2.3057  -1.4895
H  0.8801  -1.6025  0.4605
H  -3.7049  0.1766  -0.2364
H  -0.6262  0.3981  -1.1254
H  1.7346  0.3176  0.8167
H  0.0116  2.4282  1.1611
H  0.7433  2.9976  -0.4498
H  1.7822  2.8175  0.9180
H  1.2126  1.0022  -2.0892
H  2.7613  1.5994  -1.4823
H  2.4133  -0.1087  -1.6510
H  -0.3939  -1.0192  2.6304
H  -4.0242  0.0117  0.4528
H  -1.4710  -0.4119  1.5053

Cartesian forces (eV/Å) of the 6 atoms listed first:
C -2.0 -0.2 0.5
C -0.9 -1.0 -3.1
C 5.2 -1.9 0.2
C 0.5 2.5 0.6
C -0.4 0.0 1.3
C -0.6 -0.4 -2.7

## Properties
- HOMO energy: -14.5 eV
- Charge: +1
- LUMO: -0.270 Eh

=====

Entry 10:
Here is a molecular structure, C6H16N in a non-equilibrium geometry from the OMol25 dataset. Energies are from wB97M-V/def2-TZVPD.

Atoms and positions in Å:
C  -0.0086  1.5324  1.3190
C  0.6910  0.5095  0.4920
C  0.3745  0.4564  -0.9834
C  -1.1726  0.2042  -0.9129
C  -1.6315  -1.0502  -0.1533
C  -0.9727  -2.3615  -0.5736
N  2.5682  0.9733  0.4371
H  0.0107  2.4936  0.8144
H  -0.9373  1.0263  1.5769
H  0.4551  1.7219  2.2903
H  0.9821  -0.4671  0.8544
H  0.6260  1.3866  -1.4864
H  0.8713  -0.4001  -1.4311
H  -1.4646  0.0205  -1.9515
H  -1.6960  1.0830  -0.5583
H  -1.5638  -0.8772  0.9243
H  -2.6967  -1.1612  -0.3595
H  0.0962  -2.4661  -0.4068
H  -1.2703  -2.5632  -1.6068
H  -1.5061  -3.1729  -0.0713
H  2.8570  1.1538  1.4030
H  2.6832  0.0149  0.1984
H  2.7050  1.9431  0.1850

Cartesian forces (eV/Å) of the 6 atoms listed first:
C 1.1 -0.7 0.8
C 2.9 1.3 -1.2
C -1.1 -0.3 1.8
C 0.2 -0.8 -1.6
C 0.2 0.3 0.2
C -1.3 -0.3 -0.1

## Properties
- HOMO energy: -14.9 eV
- Charge: +1
- LUMO: -0.127 Eh

=====

Entry 11:
Here is 2 unconnected molecules or ions with the total composition C6H16N in a non-equilibrium geometry from the OMol25 dataset. Energies are from wB97M-V/def2-TZVPD.

Atoms and positions in Å:
C  0.0547  -0.6526  2.0294
C  0.0006  0.3762  0.9409
C  0.5248  0.1816  -0.3297
C  -1.3144  0.3685  -0.0552
C  -1.6764  1.7439  -0.7108
C  -0.9860  2.1030  -2.0308
N  2.9111  -3.1535  0.1900
H  -0.6464  -0.4360  2.8356
H  1.0234  -0.7629  2.4982
H  -0.2598  -1.6554  1.7167
H  0.1359  1.3768  1.3470
H  0.6306  -0.7920  -0.7808
H  1.2285  0.9203  -0.7034
H  -1.5433  -0.3970  -0.7910
H  -2.0352  0.3468  0.7624
H  -1.4517  2.5136  0.0104
H  -2.7459  1.7406  -0.8588
H  0.0448  2.3979  -1.9221
H  -1.1819  1.3116  -2.7511
H  -1.5303  2.9623  -2.4084
H  2.3654  -3.8606  -0.2908
H  2.5897  -3.1348  1.1492
H  3.8618  -3.4983  0.1531

Cartesian forces (eV/Å) of the 6 atoms listed first:
C -1.5 -1.3 0.4
C 1.6 -0.6 1.0
C 1.3 -0.7 1.2
C -1.0 2.6 -2.0
C 1.0 -0.2 0.0
C -1.4 -0.1 0.3

## Properties
- HOMO energy: -13.2 eV
- Charge: +1
- LUMO: -0.187 Eh

=====

Entry 12:
Here is a gas-phase ion, C6H16N (charge +1) in a non-equilibrium geometry from the OMol25 dataset. Energies are from wB97M-V/def2-TZVPD.

Atoms and positions in Å:
C  1.9090  -0.8997  1.0595
C  1.9128  -0.6185  -0.5227
C  1.3145  0.7403  -0.9368
C  0.0618  0.9663  0.0829
C  -1.0572  -0.0564  0.0668
C  -1.8346  -0.0897  -1.3126
N  -2.1180  0.1574  1.1402
H  0.8271  -1.1534  1.5301
H  2.3825  0.0697  1.4185
H  2.5623  -1.5093  1.6113
H  1.4215  -1.4216  -1.0120
H  3.0548  -0.6127  -0.9046
H  1.9946  1.5640  -0.6501
H  0.9295  0.9128  -1.9954
H  -0.3523  1.9197  -0.0175
H  0.5224  0.8048  1.1318
H  -0.5739  -1.0978  0.2357
H  -1.2152  -0.6378  -2.0182
H  -2.7270  -0.6454  -1.2455
H  -2.0067  0.9159  -1.7423
H  -2.7282  -0.5771  1.1517
H  -1.6664  0.3092  1.9855
H  -2.6133  0.9593  0.9436

Cartesian forces (eV/Å) of the 6 atoms listed first:
C -1.7 2.8 -0.2
C 3.3 -0.4 0.2
C -2.4 0.5 1.7
C 1.7 -1.7 1.7
C 0.3 -2.0 -2.9
C 1.9 0.7 0.7

## Properties
- HOMO energy: -14.2 eV
- SMILES: CCCC[C@H](C)[NH3+]
- Charge: +1
- LUMO: -0.127 Eh

=====

Number 1: DFT total energy -238.1769 hartree. Number 2: DFT total energy -238.1620 hartree. Number 3: DFT total energy -238.1523 hartree. Number 4: DFT total energy -238.1536 hartree. Number 5: DFT total energy -1005.0083 hartree. Number 6: DFT total energy -3017.3657 hartree. Number 7: DFT total energy -1042.4530 hartree. Number 8: DFT total energy -6142.7141 hartree. Number 9: DFT total energy -292.5251 hartree. Number 10: DFT total energy -292.6457 hartree. Number 11: DFT total energy -292.6086 hartree. Number 12: DFT total energy -292.6492 hartree.